Entry 1
Below is a molecular structure, C21H52N4O6V, with properties calculated with the ωB97M-V functional and the def2-TZVPD basis.

```
! wB97M-V def2-TZVPD RIJCOSX def2/J DEFGRID3
* xyz 1 1
O -7.884 10.526 -16.320
V -8.582 9.025 -16.447
O -8.527 8.714 -17.978
C -8.814 9.426 -20.740
C -9.309 7.995 -20.722
C -10.063 7.702 -22.103
C -10.283 6.185 -22.280
C -8.924 5.467 -22.283
C -8.128 5.719 -20.961
N -8.089 7.184 -20.626
O -7.293 7.384 -19.524
C -8.702 4.848 -19.851
C -6.718 5.171 -21.356
C -10.302 7.819 -19.568
H -8.110 9.546 -21.563
H -8.411 9.771 -19.788
H -9.645 10.088 -20.983
H -11.021 8.219 -22.161
H -9.522 8.004 -23.000
H -10.790 5.962 -23.218
H -10.976 5.803 -21.530
H -8.334 5.821 -23.128
H -9.143 4.411 -22.447
H -9.710 5.214 -19.652
H -8.760 3.797 -20.133
H -8.184 4.985 -18.902
H -6.279 5.823 -22.111
H -6.068 5.141 -20.482
H -6.566 4.131 -21.645
H -9.848 7.804 -18.577
H -10.867 6.887 -19.565
H -10.941 8.697 -19.662
H -6.670 7.994 -19.927
C -11.746 11.987 -16.626
C -10.343 12.002 -15.968
C -9.852 13.470 -15.697
O -8.494 13.538 -15.301
C -8.053 14.841 -15.030
N -10.437 11.372 -14.689
H -12.510 12.450 -16.001
H -12.109 10.977 -16.815
H -11.696 12.471 -17.601
H -9.570 11.583 -16.611
H -10.462 13.977 -14.950
H -10.069 14.130 -16.537
H -8.173 15.362 -15.980
H -7.018 14.843 -14.688
H -8.603 15.254 -14.185
H -9.614 11.610 -14.154
H -11.111 11.894 -14.146
C -7.041 8.725 -12.997
C -7.377 8.882 -14.477
C -6.464 8.039 -15.413
O -7.045 8.184 -16.672
C -6.251 7.541 -17.742
N -8.774 8.625 -14.662
H -7.026 7.700 -12.627
H -7.849 9.152 -12.403
H -6.148 9.230 -12.630
H -7.198 9.941 -14.664
H -6.490 6.979 -15.160
H -5.441 8.382 -15.262
H -6.742 7.621 -18.712
H -6.086 6.486 -17.521
H -5.223 7.879 -17.864
H -9.292 8.960 -13.862
H -8.849 7.622 -14.569
C -12.329 9.180 -15.826
C -10.810 8.873 -15.614
C -10.519 7.565 -16.350
O -9.082 7.332 -16.480
C -8.662 6.002 -16.765
N -10.154 9.974 -16.280
H -12.570 9.449 -16.854
H -12.611 10.031 -15.206
H -12.879 8.296 -15.505
H -10.433 8.812 -14.593
H -10.799 7.519 -17.403
H -10.860 6.713 -15.761
H -8.868 5.264 -15.990
H -7.594 6.004 -16.985
H -9.199 5.617 -17.632
H -10.163 10.861 -15.797
H -10.749 10.198 -17.065
*
```

Its HOMO-LUMO gap is 8.255 eV.

These are the Mulliken partial charges, in e, on atoms 1 to 8: O -1.191; V -0.904; O 0.025; C -2.256; C 1.730; C -1.251; C -0.631; C -1.051

Entry 2
Below is a molecular structure, C21H52N4O6V, with properties calculated with the ωB97M-V functional and the def2-TZVPD basis.

```
! wB97M-V def2-TZVPD RIJCOSX def2/J DEFGRID3
* xyz 1 1
O 14.074 -12.925 19.343
V 13.166 -14.193 19.232
O 12.221 -14.177 17.956
C 17.147 -7.206 19.962
C 18.177 -7.311 21.106
C 18.023 -8.709 21.665
C 18.645 -9.803 20.784
C 20.105 -9.464 20.372
C 20.331 -8.053 19.832
N 19.637 -7.152 20.815
O 19.971 -5.818 20.695
C 21.848 -7.746 19.826
C 19.836 -7.914 18.323
C 17.741 -6.309 22.303
H 17.167 -8.112 19.356
H 17.217 -6.276 19.398
H 16.150 -7.160 20.399
H 18.444 -8.637 22.668
H 16.976 -8.831 21.941
H 18.070 -9.954 19.871
H 18.822 -10.727 21.335
H 20.335 -10.175 19.579
H 20.788 -9.708 21.185
H 22.074 -6.810 19.316
H 22.217 -7.627 20.845
H 22.443 -8.521 19.343
H 18.950 -8.497 18.074
H 19.557 -6.868 18.201
H 20.620 -8.149 17.603
H 18.377 -6.384 23.185
H 16.709 -6.560 22.548
H 17.673 -5.264 22.000
H 20.350 -5.628 21.556
C 15.696 -14.771 15.132
C 16.665 -15.314 16.177
C 17.838 -14.367 16.480
O 18.679 -14.312 15.317
C 18.610 -13.157 14.588
N 15.961 -15.808 17.343
H 15.246 -13.835 15.463
H 14.833 -15.399 14.906
H 16.221 -14.476 14.224
H 16.918 -16.325 15.857
H 18.366 -14.829 17.314
H 17.480 -13.395 16.819
H 19.250 -12.381 15.009
H 17.597 -12.754 14.581
H 18.968 -13.452 13.602
H 15.523 -16.685 17.099
H 16.700 -16.156 17.936
C 13.747 -17.440 24.271
C 13.560 -17.208 22.786
C 12.107 -17.484 22.349
O 11.955 -17.154 20.925
C 10.663 -17.571 20.487
N 13.947 -15.823 22.485
H 14.744 -17.116 24.568
H 13.630 -18.503 24.482
H 13.024 -16.845 24.829
H 14.270 -17.863 22.281
H 11.391 -16.911 22.937
H 11.890 -18.548 22.442
H 10.271 -17.176 19.550
H 9.918 -17.156 21.167
H 10.472 -18.624 20.280
H 13.463 -15.283 23.188
H 14.890 -15.730 22.835
C 8.608 -11.783 20.059
C 9.863 -11.150 20.782
C 9.597 -10.029 21.767
O 10.806 -9.561 22.396
C 10.616 -8.339 23.119
N 10.581 -12.224 21.447
H 7.955 -12.204 20.823
H 8.954 -12.545 19.361
H 8.026 -11.020 19.542
H 10.550 -10.779 20.022
H 8.801 -10.246 22.480
H 9.132 -9.153 21.316
H 11.588 -8.231 23.600
H 9.802 -8.273 23.841
H 10.745 -7.442 22.513
H 11.055 -11.572 22.055
H 9.830 -12.732 21.893
*
```

Its HOMO-LUMO gap is 3.456 eV.

These are the Mulliken partial charges, in e, on atoms 1 to 8: O -0.517; V 1.761; O -0.532; C -1.618; C 1.263; C -1.247; C -0.499; C -1.132

Last place for stability: entry 1

Entry 1
Below is C7H12O3 in the gas phase, with properties calculated with the ωB97M-V functional and the def2-TZVPD basis.

```
! wB97M-V def2-TZVPD RIJCOSX def2/J DEFGRID3
* xyz 0 1
C 2.521 1.668 -1.828
C 1.690 0.643 -1.138
C 0.636 1.096 -0.148
C 0.080 -0.101 0.582
C 0.979 -1.117 0.852
O 2.030 -0.538 -1.092
C -1.378 -0.248 0.622
C -1.909 -1.387 1.481
O -3.297 -1.538 1.331
H 3.529 1.294 -2.038
H 2.573 2.578 -1.213
H 2.014 1.945 -2.765
H -0.145 1.668 -0.668
H 1.154 1.776 0.550
H 0.656 -2.159 0.857
H 1.887 -0.881 1.412
H -1.818 0.695 0.986
H -1.720 -1.173 2.543
H -1.383 -2.322 1.218
H -3.464 -1.943 0.444
O -2.078 -0.386 -0.906
H -2.555 0.428 -1.084
*
```

Its HOMO-LUMO gap is 9.005 eV. Its SMILES is C=C(CC(C)=O)[C@@H](O)CO.

These are the Mulliken partial charges, in e, on atoms 1 to 8: C -1.176; C 0.873; C -0.940; C 0.655; C -0.781; O -0.544; C 0.029; C -0.758

Entry 2
Below is C7H12O3 in the gas phase, with properties calculated with the ωB97M-V functional and the def2-TZVPD basis.

```
! wB97M-V def2-TZVPD RIJCOSX def2/J DEFGRID3
* xyz 0 1
C -3.414 -1.008 0.190
C -2.002 -0.487 0.211
O -1.784 0.700 0.020
C -0.851 -1.436 0.350
C -1.049 -2.890 -0.039
C -1.018 -2.527 1.401
C 0.498 -0.756 0.161
C 1.733 -1.645 0.146
O 2.884 -0.857 0.085
H -4.101 -0.201 0.465
H -3.560 -1.871 0.852
H -3.646 -1.341 -0.834
H -0.192 -3.413 -0.459
H -2.000 -3.170 -0.492
H -1.945 -2.546 1.974
H -0.128 -2.772 1.981
H 1.615 -2.054 1.208
H 1.709 -2.328 -0.713
H 0.467 -0.276 -0.834
O 0.792 0.342 1.120
H 2.628 0.050 0.470
H 0.117 1.014 0.966
*
```

Its HOMO-LUMO gap is 10.638 eV. Its SMILES is CC(=O)C1([C@@H](O)CO)CC1.

These are the Mulliken partial charges, in e, on atoms 1 to 8: C -1.373; C 0.797; O -0.644; C 0.907; C -0.589; C -0.741; C -0.061; C -0.504

Last place for stability: entry 1

Entry 1
Below is a molecular structure, C4H4O4, with properties calculated with the ωB97M-V functional and the def2-TZVPD basis.

```
! wB97M-V def2-TZVPD RIJCOSX def2/J DEFGRID3
* xyz 0 1
C -1.557 -0.117 0.354
C -0.197 -0.710 -0.013
C 0.662 0.159 -1.000
C 1.553 0.238 0.136
H -0.897 0.897 1.720
H -0.215 -1.773 -0.123
H 0.312 1.097 -1.386
H 1.109 -0.425 -1.921
O -1.752 0.653 1.373
O -2.363 -0.404 -0.535
O 2.627 0.709 0.289
O 0.719 -0.325 1.106
*
```

Its HOMO-LUMO gap is 11.098 eV.

These are the Mulliken partial charges, in e, on atoms 1 to 8: C 0.407; C 0.293; C -0.445; C 0.551; H 0.365; H 0.365; H 0.237; H 0.242

Entry 2
Below is a molecular structure, C4H4O4, with properties calculated with the ωB97M-V functional and the def2-TZVPD basis.

```
! wB97M-V def2-TZVPD RIJCOSX def2/J DEFGRID3
* xyz 0 1
C 1.703 -0.062 -0.542
C -0.652 0.322 0.628
C -0.541 -1.252 0.561
C -1.903 0.781 -0.101
O 0.316 -0.300 -0.743
O -0.101 0.900 1.538
O -0.274 -2.317 0.874
O -2.688 0.031 -0.611
H -2.056 1.875 -0.098
H 2.130 0.256 -1.494
H 2.213 -0.970 -0.204
H 1.854 0.737 0.191
*
```

Its HOMO-LUMO gap is 10.064 eV.

These are the Mulliken partial charges, in e, on atoms 1 to 8: C -0.592; C 0.722; C 0.387; C 0.043; O -0.408; O -0.592; O -0.267; O -0.435

Last place for stability: entry 2

Entry 1
Below is CH3NO2S2 in the gas phase, with properties calculated with the ωB97M-V functional and the def2-TZVPD basis.

```
! wB97M-V def2-TZVPD RIJCOSX def2/J DEFGRID3
* xyz 0 1
C 0.404 -0.069 0.085
N -0.873 -0.009 -0.214
O -1.755 -0.844 -0.516
O -1.294 1.365 0.000
S 1.633 -1.610 -0.227
S 1.273 1.384 0.365
H 0.436 -2.215 -0.317
H -2.267 1.225 -0.010
H 2.443 0.774 0.834
*
```

Its HOMO-LUMO gap (spin up / spin down) is 8.417 / 8.416 eV.

These are the Mulliken partial charges, in e, on atoms 1 to 8: C 0.258; N 0.600; O -0.695; O -0.488; S -0.171; S -0.151; H 0.173; H 0.346

Entry 2
Below is CH3NO2S2 in the gas phase, with properties calculated with the ωB97M-V functional and the def2-TZVPD basis.

```
! wB97M-V def2-TZVPD RIJCOSX def2/J DEFGRID3
* xyz 0 1
C -0.977 -0.401 0.303
N -0.575 0.882 -0.229
O 2.492 0.089 -0.986
O 0.574 1.213 0.487
S 0.244 -1.756 0.134
S 1.917 0.084 0.372
H -1.202 -0.100 1.275
H -1.983 -0.835 -0.163
H -0.490 0.824 -1.193
*
```

Its HOMO-LUMO gap is 8.336 eV.

These are the Mulliken partial charges, in e, on atoms 1 to 8: C -0.340; N -0.277; O -0.416; O -0.236; S -0.194; S 0.561; H 0.331; H 0.307

Last place for stability: entry 1

Entry 1
Below is 2 unconnected molecules or ions with the total composition CH3NO2S2, with properties calculated with the ωB97M-V functional and the def2-TZVPD basis.

```
! wB97M-V def2-TZVPD RIJCOSX def2/J DEFGRID3
* xyz 0 1
C -0.435 0.249 0.450
N -3.330 -0.605 0.315
O -3.798 -1.704 0.205
O -0.741 2.351 -1.085
S -3.798 0.882 0.032
S -1.121 1.862 0.237
H 0.325 0.413 1.285
H -1.265 -0.473 0.934
H -0.199 -0.176 -0.521
*
```

Its HOMO-LUMO gap (spin up / spin down) is 8.162 / 6.345 eV.

These are the Mulliken partial charges, in e, on atoms 1 to 8: C -0.715; N 0.294; O -0.434; O -0.447; S 0.009; S 0.373; H 0.305; H 0.309

Entry 2
Below is CH3NO2S2 in the gas phase, with properties calculated with the ωB97M-V functional and the def2-TZVPD basis.

```
! wB97M-V def2-TZVPD RIJCOSX def2/J DEFGRID3
* xyz 0 1
C 0.675 0.308 -0.028
N -0.619 -0.395 0.353
O -0.690 -1.746 0.078
O -1.656 0.280 -0.275
S 1.902 -0.675 -0.281
S 0.617 2.037 -0.116
H 0.287 -1.892 -0.065
H -2.473 -0.076 0.051
H 1.956 2.159 0.282
*
```

Its HOMO-LUMO gap is 8.643 eV. Its SMILES is ON(O)C(=S)S.

These are the Mulliken partial charges, in e, on atoms 1 to 8: C 0.499; N 0.073; O -0.336; O -0.426; S -0.435; S -0.159; H 0.282; H 0.326

Last place for stability: entry 1

Entry 1
Below is a molecular structure, C2HF3I2, with properties calculated with the ωB97M-V functional and the def2-TZVPD basis.

```
! wB97M-V def2-TZVPD RIJCOSX def2/J DEFGRID3
* xyz 0 1
C 0.484 0.785 1.205
C 1.782 -1.245 0.565
F 0.600 1.025 2.500
F 1.191 -1.776 -0.557
F 1.855 -2.187 1.483
I 1.193 2.169 -0.069
I 3.742 -0.524 -0.033
H -0.513 0.466 0.779
*
```

Its HOMO-LUMO gap (spin up / spin down) is 8.104 / 7.829 eV.

Formally, the Mulliken partial charges of the atoms, in units of the elementary charge, are as follows: C -0.182; C 0.152; F -0.177; F -0.191; F -0.172; I 0.190; I 0.051; H 0.328

Entry 2
Below is 2 unconnected molecules or ions with the total composition C2HF3I2, with properties calculated with the ωB97M-V functional and the def2-TZVPD basis.

```
! wB97M-V def2-TZVPD RIJCOSX def2/J DEFGRID3
* xyz 0 1
C -0.315 -0.485 -0.522
C 0.285 0.340 0.570
F 0.495 -1.455 -0.898
F 0.014 -0.226 1.798
F -0.232 1.558 0.581
I -2.375 -0.885 -0.177
I 2.446 0.590 0.408
H -0.317 0.564 -1.759
*
```

Its HOMO-LUMO gap is 9.477 eV.

Formally, the Mulliken partial charges of the atoms, in units of the elementary charge, are as follows: C -0.202; C 0.257; F -0.196; F -0.204; F -0.178; I 0.141; I 0.090; H 0.292

Entry 3
Below is 2 unconnected molecules or ions with the total composition C2HF3I2, with properties calculated with the ωB97M-V functional and the def2-TZVPD basis.

```
! wB97M-V def2-TZVPD RIJCOSX def2/J DEFGRID3
* xyz 0 1
C -0.637 -0.419 0.002
C 0.384 0.617 0.203
F -1.595 -0.139 -0.882
F 0.586 1.293 -0.918
F 1.439 0.199 0.817
I 1.177 -2.313 -1.796
I -0.770 2.019 1.796
H -0.583 -1.257 0.778
*
```

Its HOMO-LUMO gap (spin up / spin down) is 7.774 / 6.202 eV.

Formally, the Mulliken partial charges of the atoms, in units of the elementary charge, are as follows: C -0.419; C 0.451; F -0.174; F -0.158; F -0.149; I -0.058; I 0.006; H 0.501

Last place for stability: entry 1